A | DFT (ωB97M-V with the def2-TZVPD basis set) results for a 2-piece molecular cluster, C4H11NO overall.

```
! RIJCOSX wB97M-V def2-TZVPD def2/J DEFGRID3
* xyz 0 1
C 2.2351 0.4647 -0.5872
C 2.1576 1.5349 0.2426
O 1.0544 2.3256 0.2994
H 2.9433 -0.3040 -0.3482
H 1.3186 0.3269 -1.1572
H 3.0977 1.9057 0.6344
H 1.1306 2.7880 1.1449
C -1.0523 -2.4818 -0.0831
C -2.1722 -1.4635 -0.2080
N -1.7962 -0.0625 0.0787
H -0.7606 -2.6959 0.9556
H -0.1036 -2.3806 -0.6116
H -1.4692 -3.4612 -0.3532
H -2.9103 -1.7476 0.5422
H -2.7963 -1.4723 -1.1018
H -0.8201 0.0509 0.3036
H -2.3738 0.2626 0.8395
*
```

Output
LUMO energy: 0.8 eV
E_HOMO: -8.9 eV
HOMO-LUMO gap: 9.7 eV

Atom charges from the Mulliken analysis, given in e for atoms 1 to 5:
1 C -0.82
2 C 0.06
3 O -0.46
4 H 0.27
5 H 0.30

B | DFT (ωB97M-V with the def2-TZVPD basis set) results for a 2-piece molecular cluster, C4H11NO overall.

```
! RIJCOSX wB97M-V def2-TZVPD def2/J DEFGRID3
* xyz 0 1
N -0.7040 -1.3606 4.8466
C -0.6789 -2.7026 5.1658
O 0.0829 -3.4889 4.6657
H 0.2201 -1.0836 4.5602
H -1.5111 -0.9577 5.3010
H -1.2770 -2.9635 6.0523
C 1.3563 1.7975 -3.2602
C 0.3291 1.3667 -2.2233
C -0.6891 0.3634 -2.7150
H 0.9763 2.2297 -4.1872
H 2.0570 2.5210 -2.8360
H 1.9585 0.9355 -3.5790
H 0.9068 0.8229 -1.4645
H -0.0900 2.2367 -1.7310
H -1.3803 0.0505 -1.9326
H -0.2253 -0.5202 -3.1500
H -1.3313 0.7531 -3.5128
*
```

Output
LUMO energy: 0.9 eV
E_HOMO: -10.2 eV
HOMO-LUMO gap: 11.0 eV

Atom charges from the Mulliken analysis, given in e for atoms 1 to 5:
1 N -0.42
2 C 0.16
3 O -0.50
4 H 0.24
5 H 0.25

Which of them is least stable? Easy: A.